The following is a DFT calculation (ωB97M-V/def2-TZVPD) of C18H45BF2IrN4O4Si as an isolated structure.

## Properties
2S+1: 2
Total charge: +2
Calculated total energy in Ha: -1851.0328
F_max in eV/Å: 1.02
E_LUMO (alpha / beta) in eV: -6.76 / -7.47
Kohn-Sham gap (alpha / beta) in eV: 8.10 / 7.39
Relative energy (zero: lowest compared OMol25 entry of this formula, charge and spin) in eV: 0.0000

Structure (XYZ):
```
76
C18H45BF2IrN4O4Si ωB97M-V/def2-TZVPD
Ir 1.531 0.840 0.267
Si -1.584 -0.611 0.135
F 1.397 -1.602 2.086
F 0.495 0.298 2.927
O -1.197 -1.325 1.543
O -1.656 -1.662 -1.075
O -0.325 0.493 -0.005
O -2.934 0.241 0.158
N 3.500 1.623 -0.380
N 2.407 -0.969 -0.363
N 2.377 1.956 2.124
N 0.985 2.765 -0.805
C -3.041 1.971 -1.509
C 4.353 2.046 0.768
C 3.883 -0.806 -0.471
C 3.509 2.826 1.751
C -3.377 1.591 -0.074
C 3.327 2.807 -1.291
C -4.883 1.580 0.129
C 1.956 2.814 -1.923
C 4.145 0.515 -1.146
C 0.082 -3.166 -1.740
C -2.030 -2.921 -3.044
C -3.304 -2.473 1.932
C -1.829 -2.409 2.290
C -0.981 -2.190 -2.221
C -1.626 -2.079 3.759
C -2.706 2.518 0.931
C -1.110 -3.695 1.903
C -0.388 -1.035 -3.024
B 1.027 -0.347 1.904
H -5.302 2.570 -0.053
H -3.586 1.332 -2.205
H -1.622 2.366 0.939
H -5.124 1.285 1.150
H -1.172 -0.337 -3.317
H -5.350 0.873 -0.557
H 0.025 2.622 -1.121
H 2.197 -1.766 0.235
H -3.799 -1.525 2.144
H 3.111 3.741 1.315
H -2.485 -3.714 -2.451
H 2.696 1.294 2.826
H 4.094 3.113 2.625
H 1.623 2.464 2.579
H 2.001 -1.199 -1.271
H 5.214 0.707 -1.265
H 4.312 -1.640 -1.025
H 0.704 -2.705 -0.968
H 4.288 -0.834 0.540
H -0.374 -4.046 -1.289
H -1.527 -4.539 2.454
H -1.974 1.836 -1.720
H -3.068 2.312 1.939
H 4.760 1.158 1.253
H -2.918 3.563 0.702
H -0.565 -1.969 3.986
H -3.446 -2.719 0.877
H -3.312 3.007 -1.714
H 3.431 3.710 -0.691
H 3.701 0.507 -2.144
H -2.140 -1.153 4.018
H -3.786 -3.251 2.525
H 1.792 1.930 -2.541
H 4.137 2.819 -2.022
H -0.046 -3.628 2.136
H 0.104 -1.399 -3.927
H 5.198 2.634 0.402
H 1.821 3.690 -2.558
H 0.982 3.636 -0.280
H -1.231 -3.891 0.837
H 0.716 -3.498 -2.564
H -2.027 -2.880 4.381
H 0.338 -0.472 -2.423
H -2.812 -2.231 -3.357
H -1.581 -3.367 -3.933
```

=====

The following is a DFT calculation (ωB97M-V/def2-TZVPD) of a 4-piece molecular cluster, C18H45BNO6 overall.

## Properties
Total charge: -1
Calculated total energy in Ha: -1243.7944
F_max in eV/Å: 1.47
E_LUMO in eV: 2.13
Kohn-Sham gap in eV: 5.05

Structure (XYZ):
```
71
C18H45BNO6 ωB97M-V/def2-TZVPD
O -4.937 -3.159 -2.978
O 3.655 2.129 -0.954
O -4.380 0.405 1.866
O -1.298 0.109 0.184
O -7.493 1.229 0.243
O 6.341 0.187 3.833
N -5.545 1.285 1.714
C -5.137 -2.736 -5.392
C -6.894 -0.988 1.466
C -3.526 -3.067 -2.910
C 6.422 -0.320 1.428
C 8.778 0.230 4.167
C -2.368 -0.372 0.979
C 7.482 -0.564 4.198
C -5.563 -2.379 -3.976
C 2.617 2.727 -1.712
C -3.565 0.560 0.772
C -0.187 -0.750 0.138
C 4.316 2.975 -0.035
C 3.085 3.873 -2.593
C 0.385 -1.160 1.493
C 3.405 3.549 1.037
C 6.346 0.729 2.524
C -6.242 -1.875 0.349
C -3.008 -1.667 -2.629
B -6.597 0.557 1.165
H -4.085 -2.504 -5.569
H -6.469 -1.324 2.409
H 5.409 1.276 2.427
H -3.476 -1.254 -1.736
H -5.728 -2.173 -6.117
H 2.215 1.934 -2.343
H 8.685 1.136 4.768
H 2.860 2.751 1.544
H -0.361 -1.664 -0.450
H -5.409 -1.313 -3.781
H -7.965 -1.203 1.434
H -2.710 -1.368 0.675
H 2.668 4.236 0.618
H 1.801 3.046 -1.056
H -8.161 1.747 0.711
H -0.337 -1.628 2.154
H -1.928 -1.686 -2.481
H 3.436 4.722 -2.003
H 1.172 -1.896 1.320
H 9.598 -0.372 4.562
H 3.911 3.552 -3.231
H 7.153 1.464 2.418
H 5.628 -1.058 1.551
H 7.564 -1.463 3.577
H -6.990 -2.064 -0.424
H 0.845 -0.309 1.992
H -5.954 -2.857 0.725
H -2.165 -0.345 2.049
H -3.231 -3.731 -2.097
H -5.274 -3.803 -5.576
H 7.294 -0.905 5.217
H -6.632 -2.565 -3.865
H 0.600 -0.191 -0.370
H -3.072 -3.470 -3.825
H 4.848 3.775 -0.564
H -3.223 1.595 0.660
H 5.079 2.357 0.440
H 6.318 0.148 0.448
H -4.061 0.259 -0.164
H 7.373 -0.855 1.442
H -5.400 -1.372 -0.116
H -3.219 -0.985 -3.455
H 9.045 0.531 3.153
H 2.267 4.222 -3.223
H 3.990 4.100 1.775
```

=====

The following is a DFT calculation (ωB97M-V/def2-TZVPD) of C18H45F6K3N3O24P3S6 as an isolated structure.

## Properties
Calculated total energy in Ha: -8495.2189
F_max in eV/Å: 11.21
E_LUMO in eV: -2.46
Kohn-Sham gap in eV: 6.11

Structure (XYZ):
```
108
C18H45F6K3N3O24P3S6 ωB97M-V/def2-TZVPD
K 3.684 1.925 -1.883
K 0.858 2.483 -4.189
K -2.861 4.772 -2.473
S -3.715 5.831 3.602
S 0.681 4.410 -0.505
S -1.951 4.261 3.175
S 0.154 2.096 -0.489
S 2.580 -1.408 -3.736
S 3.260 0.001 -5.573
P 5.557 1.662 2.437
P -0.620 -4.732 -0.515
P -4.523 0.931 -1.812
F 0.626 0.756 -1.343
F 2.507 -1.103 -2.119
F -3.669 7.435 3.910
F 1.678 5.337 -1.280
F 2.310 1.044 -6.322
F -0.540 3.942 3.900
O -1.446 4.418 1.798
O -0.513 5.063 -1.012
O -1.197 -3.831 -1.693
O -5.971 0.282 -1.720
O -3.829 0.044 -3.035
O 3.168 -1.059 -6.582
O 6.704 2.102 3.433
O -3.764 0.656 -0.441
O 3.936 -1.910 -3.795
O -4.703 5.302 4.521
O -0.187 -6.136 -0.866
O -4.532 2.366 -2.151
O 5.504 2.440 1.228
O -2.734 3.100 3.475
O 0.696 -3.811 -0.095
O 4.514 0.762 -5.544
O 1.182 4.671 0.861
O 5.967 0.090 2.309
O -1.289 2.060 -0.878
O -4.027 5.898 2.179
O -1.633 -4.540 0.754
O 4.171 1.647 3.351
O 1.455 -2.422 -3.876
O 0.458 1.601 0.846
N 1.156 2.955 -1.290
N 2.361 0.049 -4.073
N -2.246 5.709 4.072
C -4.028 -1.833 0.032
C 7.447 2.425 5.537
C 3.051 2.273 2.869
C 0.488 -2.465 0.410
C -2.296 -4.337 -2.507
C -1.906 -5.164 -3.766
C -7.003 0.776 -2.576
C 5.599 -2.090 1.468
C -2.439 0.129 -3.303
C 1.994 2.020 4.080
C 1.617 -2.084 1.314
C -2.128 -4.390 3.043
C 5.126 -0.618 1.469
C -1.331 -5.172 2.024
C -4.016 -0.433 0.517
C -2.216 -0.546 -4.658
C -6.643 1.259 -4.010
C 6.807 1.380 4.671
H -7.804 0.037 -2.549
H 6.497 -2.135 0.853
H 7.065 3.426 5.335
H -0.281 -4.978 2.242
H -6.288 0.420 -4.609
H -5.895 2.051 -4.050
H -4.514 -1.759 -0.941
H 4.133 -0.440 1.883
H 0.961 1.997 3.731
H 2.191 2.864 4.741
H -2.233 1.198 -3.255
H -5.018 -0.315 0.930
H -1.281 -0.206 -5.105
H 8.519 2.298 5.389
H 5.796 1.084 4.950
H 7.473 0.591 4.322
H -4.638 -2.469 0.674
H -3.119 -4.797 3.241
H -1.755 -4.366 4.067
H 7.183 2.202 6.571
H 2.767 1.692 1.991
H -3.456 -0.292 1.442
H -2.206 -4.595 -4.646
H 5.819 -2.543 2.434
H -3.026 -0.098 -5.232
H 1.585 -0.996 1.358
H -1.548 -6.236 1.919
H 4.852 -2.732 1.000
H -3.069 -4.844 -1.929
H 0.514 -1.759 -0.420
H 5.113 -0.247 0.444
H 2.460 -2.662 0.934
H -2.997 -2.150 -0.122
H 1.309 -2.472 2.285
H -7.451 1.657 -4.624
H -2.110 -3.364 2.674
H -7.421 1.653 -2.082
H -2.213 -1.632 -4.569
H 3.226 3.314 2.597
H -2.625 -5.983 -3.738
H -2.005 -0.411 -2.461
H -2.906 -3.477 -2.783
H 2.401 1.163 4.617
H -0.928 -5.637 -3.683
H -0.419 -2.335 1.001
```

=====

The following is a DFT calculation (ωB97M-V/def2-TZVPD) of a 2-piece molecular cluster, C18H45FN4O6P2 overall.

## Properties
Calculated total energy in Ha: -2165.7744
SMILES: CCCCN[PH](CC(=O)F)(OC[C@H](C)O)OC[C@@H](C)O.CN(C)P(=O)(N(C)C)N(C)C
F_max in eV/Å: 7.23
E_LUMO in eV: 0.07
Kohn-Sham gap in eV: 8.08

Structure (XYZ):
```
76
C18H45FN4O6P2 ωB97M-V/def2-TZVPD
P -4.542 0.468 0.554
P 2.953 0.908 -1.375
F 2.398 4.510 -0.708
O -1.111 -0.850 -2.465
O 2.239 0.100 -2.760
O 2.842 -0.952 2.132
O 3.666 1.679 -0.028
O 0.837 3.193 0.006
O -3.310 -0.227 0.000
N 4.497 0.667 -2.120
N -5.766 1.560 1.076
N -4.611 -0.432 2.021
N -5.601 -0.125 -0.684
C 7.379 -1.877 -1.812
C -6.439 2.368 0.055
C 5.325 -0.320 -1.397
C -3.582 -0.124 3.003
C 1.379 -0.986 -2.406
C 1.659 3.371 -0.788
C 7.460 -2.082 -0.265
C -0.041 -1.452 -0.367
C -6.479 1.595 2.335
C 6.552 -0.644 -2.275
C 3.818 0.085 1.934
C -6.760 -0.960 -0.457
C 0.044 -0.580 -1.694
C -4.962 -0.570 -1.924
C -5.564 -1.394 2.522
C 3.125 1.303 1.241
C 4.187 0.521 3.371
C 2.039 2.433 -1.912
H 5.694 0.195 -0.495
H -3.719 0.882 3.426
H 3.287 1.002 3.798
H 2.559 -1.306 1.277
H 0.317 -0.888 0.511
H -6.067 -1.027 3.428
H 4.774 -1.220 -1.054
H 6.175 -0.867 -3.293
H 7.172 0.259 -2.392
H -6.481 -1.997 -0.238
H -7.400 -0.570 0.337
H 2.029 1.146 1.229
H -1.069 -1.792 -0.171
H 1.080 -1.459 -3.361
H 8.522 -2.223 0.001
H -7.395 -0.978 -1.349
H 2.483 -0.101 -0.503
H 1.966 -1.747 -1.861
H -4.170 0.109 -2.228
H 7.038 -2.770 -2.356
H 6.960 -3.025 -0.006
H -4.532 -1.575 -1.816
H 0.080 0.461 -1.340
H -1.384 -1.754 -2.263
H 4.338 0.302 -3.055
H -2.585 -0.161 2.552
H 0.590 -2.358 -0.428
H 3.270 2.179 1.897
H 4.710 -0.278 1.401
H -5.686 -0.598 -2.743
H 7.115 -1.224 0.322
H 1.139 2.110 -2.449
H 4.960 1.304 3.363
H 2.658 2.983 -2.641
H 4.429 -0.332 4.017
H 8.414 -1.708 -2.158
H -6.922 2.580 2.501
H -6.353 -1.655 1.827
H -7.327 1.860 -0.333
H -5.827 1.436 3.193
H -3.583 -0.831 3.834
H -5.773 2.578 -0.781
H -6.758 3.334 0.452
H -7.296 0.868 2.348
H -5.064 -2.333 2.787
```

=====

The following is a DFT calculation (ωB97M-V/def2-TZVPD) of C18H45MnO12P2 as an isolated structure.

## Properties
2S+1: 6
Total charge: +1
Calculated total energy in Ha: -3449.3901
F_max in eV/Å: 2.36
E_LUMO (alpha / beta) in eV: -3.31 / -4.01
Kohn-Sham gap (alpha / beta) in eV: 7.97 / 7.27
Relative energy (zero: lowest compared OMol25 entry of this formula, charge and spin) in eV: 0.0000

Structure (XYZ):
```
78
C18H45MnO12P2 ωB97M-V/def2-TZVPD
Mn 23.884 8.472 16.294
P 23.922 8.282 12.795
P 23.677 9.072 19.684
O 17.826 11.224 12.730
O 19.474 11.972 15.743
O 23.950 9.174 18.223
O 22.976 10.299 20.300
O 21.958 8.507 16.402
O 22.947 9.193 12.014
O 25.270 8.666 12.126
O 15.706 10.172 10.111
O 24.941 8.903 20.581
O 23.876 8.419 14.275
O 23.587 6.822 12.311
O 22.710 7.884 20.036
C 21.610 9.473 12.504
C 26.652 7.201 20.867
C 19.233 11.152 14.625
C 20.769 11.784 16.238
C 23.671 5.703 13.226
C 21.566 10.534 20.089
C 26.555 8.402 12.732
C 21.831 5.695 19.962
C 23.721 4.441 12.447
C 20.742 8.246 12.643
C 27.632 9.041 11.896
C 21.146 11.893 20.586
C 16.504 11.132 10.741
C 16.582 10.777 12.212
C 22.661 6.666 19.239
C 26.217 8.436 20.103
C 15.124 10.605 8.882
C 17.837 11.386 14.129
H 24.267 4.506 11.512
H 23.685 6.278 19.170
H 26.141 8.136 19.053
H 20.761 5.886 19.999
H 14.384 9.845 8.641
H 17.523 11.187 10.322
H 15.904 10.633 8.123
H 19.808 8.558 13.106
H 21.897 4.713 19.468
H 28.504 8.383 11.951
H 24.520 5.804 13.907
H 26.591 8.766 13.762
H 21.648 9.976 13.470
H 17.479 12.374 14.435
H 22.198 5.454 20.960
H 21.123 10.746 16.241
H 21.219 7.506 13.295
H 21.474 12.365 15.617
H 22.738 4.003 12.275
H 26.181 6.312 20.459
H 20.084 11.926 20.803
H 21.737 12.081 21.486
H 21.178 10.148 11.772
H 27.386 9.150 10.845
H 15.754 11.247 12.750
H 26.586 7.356 21.943
H 27.937 10.000 12.309
H 24.193 3.672 13.071
H 21.261 7.965 16.016
H 17.154 10.657 14.590
H 20.587 7.730 11.697
H 21.381 12.730 19.923
H 21.202 10.176 19.123
H 22.309 6.918 18.238
H 22.799 5.706 13.889
H 20.918 12.156 17.253
H 27.734 7.084 20.734
H 26.698 7.320 12.817
H 21.053 9.829 20.760
H 16.525 9.686 12.280
H 26.935 9.252 20.144
H 16.092 12.135 10.556
H 19.429 10.092 14.826
H 14.576 11.538 9.032
H 19.934 11.484 13.839
```

=====

The following is a DFT calculation (ωB97M-V/def2-TZVPD) of a 3-piece molecular cluster, C18H45N3 overall.

## Properties
Calculated total energy in Ha: -876.9631
SMILES: CCN(CC)CC.CCN(CC)CC.CCN(CC)CC
F_max in eV/Å: 3.23
E_LUMO in eV: 0.83
Kohn-Sham gap in eV: 9.03
Relative energy (zero: lowest compared OMol25 entry of this formula, charge and spin) in eV: 2.0839

Structure (XYZ):
```
66
C18H45N3 ωB97M-V/def2-TZVPD
N 2.878 -3.591 -0.849
N -1.665 -1.107 1.834
N -1.211 4.614 -1.634
C -0.795 -2.145 2.359
C 4.022 -3.653 0.143
C 1.696 -4.198 -0.246
C -1.370 0.190 2.313
C -0.748 -2.166 3.875
C -1.077 6.018 -1.203
C -1.909 -1.296 0.417
C 3.815 -3.098 1.585
C -3.653 4.435 -0.819
C -1.055 6.307 0.370
C -0.237 4.337 -2.728
C -2.755 -2.547 0.164
C -2.585 4.220 -1.930
C 2.022 -5.772 -0.129
C -0.030 0.761 1.933
C 2.686 -2.148 -1.116
C 0.089 2.773 -2.722
C 1.916 -1.867 -2.408
H -0.111 6.321 -1.609
H 0.162 1.666 2.508
H 3.037 -3.584 2.174
H 0.204 2.408 -1.701
H -1.073 -1.288 -0.283
H 1.158 -6.418 0.034
H 0.855 -2.010 -2.203
H 2.469 -6.070 -1.077
H -2.036 5.973 0.708
H 2.068 -1.663 -0.361
H 3.629 -2.030 1.470
H -1.307 -3.085 2.150
H 0.734 0.015 2.152
H -3.404 3.752 -0.006
H 4.699 -3.321 2.183
H 0.693 4.894 -2.617
H 0.814 2.606 -3.518
H -0.890 7.380 0.472
H 0.124 0.945 0.870
H 0.840 -3.986 -0.886
H -3.271 -2.405 -0.786
H 2.761 -5.991 0.642
H -0.270 5.635 0.716
H -4.598 4.013 -1.162
H -0.277 -1.284 4.309
H -2.782 4.861 -2.790
H 1.379 -3.877 0.747
H -2.147 -3.450 0.100
H -1.661 -2.329 4.449
H -0.197 -3.030 4.247
H 4.862 -3.137 -0.321
H -3.905 5.431 -0.453
H 2.352 -2.412 -3.245
H -0.525 4.718 -3.708
H -2.572 -0.472 0.154
H 2.019 -0.818 -2.686
H -1.483 0.137 3.396
H -0.754 2.200 -3.110
H -2.219 0.743 1.911
H -1.712 6.680 -1.791
H 4.412 -4.658 0.303
H 3.656 -1.662 -1.218
H -2.513 3.191 -2.283
H -3.445 -2.598 1.007
H 0.193 -2.055 1.908
```